1.
{"formula": "C5H9NO2", "method": "ωB97M-V with the def2-TZVPD basis set", "lumo_energy_ev": -0.88, "spin_multiplicity": 1, "homo_ev": -9.00, "homo_lumo_gap_ha": 0.2983, "species": ["C", "C", "C", "N", "O", "H", "H", "H", "H", "H", "C", "C", "O", "H", "H", "H", "H"], "coordinates": [[2.6427, -0.2408, 0.6087], [1.6579, -0.0046, -0.5053], [0.3419, 0.6446, -0.1249], [-0.5756, 1.0039, -1.0305], [1.8702, -0.2777, -1.6640], [-0.2897, 0.6593, -1.9491], [0.2958, 1.1087, 0.8601], [2.1547, -0.7168, 1.4623], [3.0375, 0.7200, 0.9509], [3.4646, -0.8583, 0.2537], [-2.5764, 0.0391, 0.4486], [-1.4667, -0.5297, -0.4042], [-1.5436, -1.3929, -1.2441], [-0.4678, -0.6711, 0.4168], [-2.9671, -0.7492, 1.0921], [-2.2208, 0.8710, 1.0509], [-3.3575, 0.3944, -0.2220]]}

---

2.
{"formula": "C4H10O6Zn", "method": "ωB97M-V with the def2-TZVPD basis set", "lumo_energy_ev": -0.35, "spin_multiplicity": 1, "homo_ev": -9.29, "homo_lumo_gap_ha": 0.3284, "species": ["Zn", "C", "C", "O", "O", "H", "H", "H", "C", "C", "O", "O", "H", "H", "H", "O", "H", "H", "O", "H", "H"], "coordinates": [[19.9279, -14.7983, -20.8885], [17.2173, -12.5210, -19.0972], [18.2976, -13.3430, -19.7192], [18.8894, -12.8984, -20.7328], [18.5923, -14.4793, -19.2281], [16.6169, -12.0412, -19.8698], [17.6697, -11.7124, -18.5172], [16.5812, -13.1016, -18.4365], [23.0750, -12.5886, -21.0227], [22.0448, -13.6760, -21.0572], [21.3544, -13.8643, -22.1104], [21.8431, -14.3593, -20.0182], [22.7573, -11.8602, -20.2763], [23.1841, -12.1082, -21.9898], [24.0449, -12.9756, -20.7088], [18.4045, -15.2232, -22.2642], [18.1235, -14.5257, -22.8638], [17.6574, -15.8152, -22.1478], [20.2684, -16.7893, -20.6544], [20.7054, -17.1329, -19.8701], [19.8879, -17.5328, -21.1276]]}

---

3.
{"formula": "C4H6N2", "method": "ωB97M-V with the def2-TZVPD basis set", "lumo_energy_ev": 0.84, "spin_multiplicity": 1, "homo_ev": -9.45, "smiles": "N#CCN1CC1", "homo_lumo_gap_ha": 0.3781, "species": ["C", "C", "C", "C", "H", "H", "H", "H", "H", "H", "N", "N"], "coordinates": [[2.2507, -0.0942, -0.0817], [0.9451, -0.9863, -0.1764], [-0.6445, 1.1685, -0.1797], [-1.5358, -0.1572, 0.3671], [0.8904, -1.8863, -0.9771], [0.6634, -1.2353, 0.8103], [-1.1611, 1.9720, -0.9928], [-0.2196, 1.8709, 0.5540], [-1.5774, -0.6877, 1.2739], [-2.4793, -0.4322, -0.0730], [3.1796, 0.6239, 0.1230], [-0.3114, -0.1559, -0.6474]]}

---

4.
{"formula": "C2H2FO2Tl", "method": "ωB97M-V with the def2-TZVPD basis set", "lumo_energy_ev": -1.57, "spin_multiplicity": 1, "homo_ev": -7.24, "homo_lumo_gap_ha": 0.2084, "species": ["C", "C", "O", "O", "F", "H", "Tl", "H"], "coordinates": [[0.5482, 0.7817, 0.1003], [1.5904, -0.3487, 0.0853], [2.7289, -0.1417, 0.3803], [-0.6163, 0.6443, -0.1092], [1.0615, 1.9599, 0.3384], [1.1917, -1.3240, -0.2546], [-2.7161, -0.3523, -1.0027], [-3.7883, -1.2191, 0.4621]]}

---

5.
{"formula": "C49H44IMnO3P2S4", "method": "ωB97M-V with the def2-TZVPD basis set", "lumo_energy_ev": [-9.77, -8.59], "spin_multiplicity": 4, "homo_ev": [-14.70, -16.31], "total_charge": 3, "homo_lumo_gap_ha": [0.1812, 0.2837], "species": ["Mn", "O", "S", "C", "C", "C", "C", "C", "C", "P", "C", "C", "C", "C", "C", "C", "C", "C", "C", "C", "C", "C", "C", "C", "C", "C", "C", "C", "P", "C", "C", "C", "C", "C", "C", "C", "C", "C", "C", "C", "C", "H", "H", "H", "H", "H", "H", "H", "H", "H", "H", "H", "H", "H", "H", "H", "H", "H", "H", "H", "H", "H", "H", "H", "H", "H", "H", "H", "H", "C", "C", "S", "C", "C", "S", "C", "C", "S", "H", "H", "H", "H", "H", "H", "H", "H", "H", "H", "H", "H", "I", "C", "C", "C", "C", "C", "C", "C", "O", "O", "H", "H", "H", "H"], "coordinates": [[1.1169, -0.7384, -0.1897], [3.9404, -1.1781, 1.3613], [2.6171, -0.6285, 1.5254], [2.6617, 1.0921, 1.9529], [3.7949, 1.5826, 2.5793], [3.7155, 2.8129, 3.2185], [2.5027, 3.4900, 3.2725], [1.3888, 3.0001, 2.6036], [1.4702, 1.8128, 1.8772], [0.0936, 1.2412, 0.8231], [0.1629, 2.4295, -0.7071], [0.7581, 3.7695, -0.3261], [0.3742, 4.7281, -1.1486], [0.6423, 3.9651, -3.4376], [1.2935, 2.7085, -3.9461], [1.3859, 1.5130, -3.0573], [-1.3188, 1.4560, 1.9320], [-1.1782, 0.9017, 3.2099], [-2.1854, 1.0466, 4.1483], [-3.3386, 1.7550, 3.8316], [-3.4726, 2.3335, 2.5781], [-2.4667, 2.1887, 1.6329], [1.8384, -1.2923, 2.9862], [2.3720, -1.0287, 4.2389], [1.7814, -1.6110, 5.3500], [0.6796, -2.4454, 5.2005], [0.1635, -2.7152, 3.9411], [0.7468, -2.1374, 2.8166], [0.2534, -2.5320, 1.1216], [1.1775, -3.9718, 0.5932], [0.8963, -5.2120, 1.1785], [1.6591, -6.3143, 0.8404], [2.6996, -6.1862, -0.0755], [2.9829, -4.9573, -0.6510], [2.2259, -3.8435, -0.3168], [-1.5056, -2.8907, 1.1482], [-2.0342, -3.8465, 0.2764], [-3.4001, -4.0803, 0.2579], [-4.2432, -3.3633, 1.1000], [-3.7215, -2.4093, 1.9650], [-2.3564, -2.1678, 1.9888], [4.7050, 0.9936, 2.5817], [4.5882, 3.2226, 3.7094], [2.4274, 4.4179, 3.8241], [0.4632, 3.5638, 2.6215], [1.4831, 3.8958, 0.4573], [0.7058, 5.7572, -1.1378], [0.4724, 4.6695, -4.2412], [1.3173, 2.5315, -5.0136], [1.2847, 0.5320, -3.4975], [-0.2715, 0.3747, 3.4845], [-2.0633, 0.6219, 5.1362], [-4.1198, 1.8754, 4.5704], [-4.3519, 2.9174, 2.3404], [-2.5827, 2.6926, 0.6855], [3.2346, -0.3843, 4.3525], [2.1840, -1.4184, 6.3354], [0.2285, -2.8997, 6.0728], [-0.6833, -3.3816, 3.8355], [0.0885, -5.3177, 1.8937], [1.4480, -7.2741, 1.2922], [3.2957, -7.0513, -0.3336], [3.8004, -4.8578, -1.3522], [2.4940, -2.8911, -0.7623], [-1.3818, -4.4116, -0.3773], [-3.8070, -4.8336, -0.4037], [-5.3076, -3.5586, 1.0900], [-4.3764, -1.8638, 2.6319], [-1.9600, -1.4283, 2.6744], [-2.4822, 1.2616, -5.2092], [-2.7007, 2.1407, -3.9798], [-1.5832, 1.5265, -2.6767], [-2.6013, 0.5668, -1.5147], [-2.3929, -0.9469, -1.5743], [-0.7057, -1.5544, -1.8083], [-0.5420, -1.9736, -3.5865], [-0.7979, -0.9431, -4.6771], [-2.5649, -0.5124, -4.8431], [-1.5300, 1.4894, -5.6878], [-3.2625, 1.4872, -5.9355], [-3.7225, 2.1051, -3.6050], [-2.4375, 3.1809, -4.1693], [-3.6486, 0.8143, -1.6915], [-2.3459, 0.9390, -0.5240], [-2.9964, -1.3996, -2.3549], [-2.7248, -1.3568, -0.6190], [-1.1913, -2.8402, -3.7204], [0.4845, -2.3418, -3.6517], [-0.4546, -1.3785, -5.6164], [-0.2327, -0.0321, -4.5120], [-1.9272, 5.5553, -2.9060], [-0.3907, 4.1565, -2.3036], [2.1785, 3.7547, -3.2884], [2.8869, 3.0910, -2.1790], [2.4521, 1.6915, -1.9877], [1.0123, 1.5415, -1.5930], [-1.0289, 2.9102, -1.5997], [3.3312, 0.5374, -1.5389], [4.5061, 0.6203, -1.3828], [2.6070, -0.5926, -1.3117], [2.7530, 4.4504, -3.8866], [3.7769, 3.4940, -1.7213], [0.6680, 0.5186, -1.4785], [-1.8812, 3.2682, -1.0300]]}

---

6.
{"formula": "C4H12N2O", "method": "ωB97M-V with the def2-TZVPD basis set", "lumo_energy_ev": 0.92, "spin_multiplicity": 1, "homo_ev": -8.66, "smiles": "N/C=C/CCN.O", "homo_lumo_gap_ha": 0.3520, "species": ["C", "C", "C", "C", "N", "N", "H", "H", "H", "H", "H", "H", "H", "H", "H", "H", "H", "H", "O"], "coordinates": [[-0.7266, 2.2481, 0.1755], [-0.6592, 1.0555, -0.8284], [-0.0426, -0.1875, -0.3034], [-0.7709, -0.9443, 0.6174], [-0.2350, -2.3167, 0.9282], [0.4809, 2.3000, 1.0040], [-1.6122, 1.9838, 0.9183], [-0.9205, 3.3462, -0.1261], [-1.6650, 0.8939, -1.2393], [-0.0081, 1.3616, -1.7012], [1.1032, -0.3809, -0.5324], [-1.8739, -0.7463, 0.8161], [-0.9458, -2.7764, 1.4870], [0.6497, -2.1652, 1.4181], [0.5404, 1.4444, 1.4740], [1.2740, 2.4744, 0.3822], [2.1014, -3.0774, -1.9658], [1.2411, -2.2549, -1.0211], [2.0692, -2.2583, -1.5030]]}

---

The records above give, respectively, relative energy (zero: lowest compared OMol25 entry of this formula, charge and spin) values of 4.082; 0.093; 4.601; 1.814; 0.907; 2.713 eV.